C13H5AuCl5O3S | ωB97M-V/def2-TZVPD

Last column: Löwdin charge in e.
CARTESIAN COORDINATES (ANGSTROEM)
Au: -0.97343 0.19114 0.92543  0.473
Cl: 2.19919 -5.26794 4.37052  0.637
C: 1.80064 -3.73048 3.70585  -0.738
C: 1.25124 -3.62652 2.43439  -0.720
Cl: 0.99183 -5.05348 1.50855  0.660
C: 0.91512 -2.39272 1.90737  -0.613
Cl: 0.27803 -2.32980 0.30771  0.655
C: 1.06291 -1.17878 2.63285  -0.517
O: 0.72207 -0.02771 2.21193  -0.275
C: 1.65570 -1.33574 3.91772  -0.622
Cl: 1.90648 0.08870 4.84446  0.693
C: 2.02201 -2.56326 4.43147  -0.722
Cl: 2.75501 -2.66970 5.98285  0.658
O: -7.01594 1.16892 5.03922  0.095
C: -7.27420 0.60509 3.82958  -0.492
O: -8.38432 0.18491 3.60662  0.089
C: -6.16949 0.55260 2.86033  -0.157
C: -6.39703 -0.07890 1.63037  -0.021
C: -5.40921 -0.15374 0.68128  -0.120
C: -4.13779 0.38132 0.92480  -0.718
S: -2.91548 0.26746 -0.29667  0.476
C: -3.91007 1.01677 2.14873  -0.140
C: -4.90431 1.10531 3.09084  -0.038
H: -6.09285 1.45081 5.10346  0.080
H: -7.36578 -0.52180 1.45402  0.116
H: -5.57984 -0.65558 -0.25741  0.094
H: -2.93157 1.43754 2.34124  0.065
H: -4.66747 1.62341 4.01227  0.104

Atoms 1-6, force components in eV/Å:
-0.059 0.238 0.179
0.065 -0.164 0.057
0.018 0.024 -0.022
0.080 -0.019 0.172
-0.004 -0.183 -0.065
-0.038 0.081 -0.068

Results
charge = -1
Kohn-Sham gap = 7.505 eV
relative energy (zero: lowest compared OMol25 entry of this formula, charge and spin) = 3.6 kcal/mol
DFT total energy = -3559.10979 Ha
multiplicity = 1
E_HOMO = -0.184 Eh

***

C13H7AuCl2CrN3O3 | ωB97M-V/def2-TZVPD

Last column: Löwdin charge in e.
CARTESIAN COORDINATES (ANGSTROEM)
Au: -0.06410 0.69993 -5.74579  0.948
Cr: 0.13567 1.20853 -1.29214  0.557
Cl: -0.60163 1.21820 -3.54610  0.139
Cl: 1.85733 -0.19422 -1.74949  0.220
C: -0.93221 -0.49167 -0.08909  0.057
C: -0.23072 1.15036 -7.70581  -0.070
C: 0.49633 -0.56810 -7.16333  -0.128
O: -0.96536 -1.32870 0.71088  0.208
O: -0.49298 1.75653 -8.67116  0.354
O: 0.84591 -1.40625 -7.89362  0.338
N: -0.69969 2.39737 9.79139  0.363
C: -0.48752 2.36933 8.64127  0.000
C: -0.20861 2.31123 7.22401  -0.125
C: -1.13428 1.70686 6.36697  0.087
C: -0.90346 1.60456 4.97538  0.066
C: 0.29068 2.09536 4.42149  -0.085
C: 1.21792 2.72126 5.29949  0.084
C: 0.97250 2.81630 6.68595  0.078
N: 0.50896 2.01525 3.01519  0.054
C: 1.63834 2.54174 2.36449  0.048
C: 1.49214 2.26137 1.05008  -0.086
N: 0.30868 1.57920 0.83306  -0.070
C: -0.24506 1.39986 2.02710  -0.051
H: -2.04136 1.30494 6.79729  0.156
H: -1.69962 1.19189 4.37746  0.124
H: 2.13811 3.17983 4.94433  0.131
H: 1.69153 3.26836 7.38953  0.169
H: 2.49080 2.98344 2.86853  0.153
H: 2.18315 2.41261 0.23492  0.123
H: -1.15305 0.85382 2.33382  0.159

Atoms 1-6, force components in eV/Å:
-0.058 0.039 1.360
0.552 -2.252 1.878
-0.325 0.315 0.078
-1.330 1.236 0.532
0.490 -3.689 2.743
-3.137 7.357 -7.170

Results
charge = +4
Kohn-Sham gap (spin up / spin down) = 5.134 / 5.210 eV
relative energy (zero: lowest compared OMol25 entry of this formula, charge and spin) = 0.0 kcal/mol
DFT total energy = -2988.27078 Ha
multiplicity = 6
E_HOMO (spin up / spin down) = -0.780 / -0.780 Eh

***

C13H8BClN2O8PS | ωB97M-V/def2-TZVPD

Last column: Löwdin charge in e.
CARTESIAN COORDINATES (ANGSTROEM)
C: 2.86893 -2.30853 2.87525  0.120
C: 2.21343 -1.39382 2.45768  -0.131
C: 1.37074 -0.26826 2.02165  -0.172
C: -0.00604 -0.77479 1.53770  -0.725
Cl: -0.67024 0.52593 0.46235  0.789
C: 0.12176 -1.95600 0.67778  -0.260
N: 0.44462 -2.92210 0.15606  0.227
C: -1.04855 -0.99560 2.66598  -0.603
C: -1.16047 0.19682 3.52025  -0.319
N: -1.05877 1.17973 4.09734  0.213
C: -0.67638 -2.16118 3.56673  -0.174
C: -0.71727 -3.46089 3.18222  0.022
P: -2.82038 -1.32018 2.06950  0.435
S: -4.01860 -1.15665 3.61312  0.124
H: 3.19726 -3.16514 3.41222  0.031
H: 1.28638 0.43990 2.84166  0.121
H: 1.85613 0.18910 1.16070  0.121
H: -0.35849 -1.93150 4.58082  0.123
H: 0.21483 -4.01894 3.23906  0.071
H: -1.60750 -3.95014 2.80202  0.059
H: -2.91667 -2.63553 1.59068  -0.013
H: -3.19503 -0.39442 1.08642  -0.019
B: 0.51957 2.48927 -4.11815  -0.869
O: 0.73820 3.73564 -4.87897  0.229
C: 2.03478 3.84737 -5.14482  -0.398
O: 2.54640 4.74569 -5.74876  0.144
C: 2.75242 2.64088 -4.55048  -0.398
O: 3.92833 2.42177 -4.60372  0.143
O: 1.84941 1.86689 -3.95876  0.227
O: -0.10136 2.76648 -2.80205  0.228
C: -1.25158 2.11708 -2.73412  -0.412
O: -2.00207 2.12930 -1.79683  0.089
C: -1.45651 1.35474 -4.03798  -0.398
O: -2.39636 0.66275 -4.30773  0.143
O: -0.41471 1.58631 -4.82484  0.232

Atoms 1-6, force components in eV/Å:
-0.669 0.114 0.225
0.081 0.074 0.397
0.753 -1.193 -0.317
-0.469 1.013 -0.596
0.062 0.075 0.053
0.564 0.136 0.899

Results
charge = -1
Kohn-Sham gap = 8.175 eV
DFT total energy = -2436.35497 Ha
multiplicity = 1
E_HOMO = -0.263 Eh

***

C13H8N4O2SeTa | ωB97M-V/def2-TZVPD

Last column: Löwdin charge in e.
CARTESIAN COORDINATES (ANGSTROEM)
Ta: -0.69639 1.25138 0.46679  1.916
O: -1.22064 -1.66604 -2.36656  0.265
C: -1.12329 -1.20058 -1.28477  -0.371
N: -0.28088 -0.07744 -0.94580  -0.093
C: 0.74811 0.08715 -1.94592  -0.372
O: 0.69543 -0.34781 -3.04298  0.265
C: 1.91226 0.87782 -1.41567  -0.182
C: 3.08888 0.95074 -2.15655  0.088
C: 4.15904 1.66024 -1.62497  0.059
C: 4.02281 2.26639 -0.38589  0.045
C: 2.79337 2.19320 0.27189  -0.066
N: 1.77872 1.50811 -0.24324  0.009
C: -1.86190 -1.72022 -0.08229  -0.182
C: -2.54744 -2.92899 -0.16490  0.087
C: -3.19178 -3.40014 0.97228  0.059
C: -3.13166 -2.65899 2.14229  0.046
C: -2.46966 -1.42983 2.13145  -0.066
N: -1.85275 -0.99175 1.04005  0.009
H: 3.15246 0.46381 -3.12174  0.157
H: 5.08745 1.72772 -2.18572  0.155
H: 4.84228 2.80643 0.07081  0.148
H: 2.65163 2.70885 1.21748  0.129
H: -2.57092 -3.47576 -1.09977  0.157
H: -3.73071 -4.34295 0.93031  0.155
H: -3.60036 -3.00604 3.05430  0.148
H: -2.46000 -0.81007 3.02376  0.129
Se: -0.40546 2.08233 2.90939  0.839
C: -1.54630 3.36432 2.17835  -0.723
N: -2.24232 4.10810 1.65761  0.191

Atoms 1-6, force components in eV/Å:
1.482 -1.989 0.323
-0.023 0.289 0.599
-1.629 -1.832 0.285
-0.844 2.018 1.553
2.113 0.756 -1.009
0.020 0.308 0.553

Results
charge = +3
Kohn-Sham gap = 5.127 eV
relative energy (zero: lowest compared OMol25 entry of this formula, charge and spin) = 102.1 kcal/mol
DFT total energy = -3326.87148 Ha
multiplicity = 1
E_HOMO = -0.748 Eh

***

C13H8NS5V | ωB97M-V/def2-TZVPD

Last column: Löwdin charge in e.
CARTESIAN COORDINATES (ANGSTROEM)
V: 1.31169 1.21929 -1.00131  -0.004
S: 3.13197 2.15437 0.36231  -0.090
S: 3.48592 2.50386 -1.67660  -0.107
S: 1.71250 3.43866 -2.29866  -0.133
S: 0.57434 1.94886 -3.22568  -0.082
S: -1.59171 -1.49692 1.25543  1.089
C: -2.12599 0.12565 1.59832  -0.463
C: -3.18699 0.56660 2.38033  -0.104
C: -3.39587 1.92867 2.49100  -0.108
C: -2.56352 2.84068 1.83468  -0.091
C: -1.50889 2.40842 1.05676  0.000
C: -1.28859 1.03590 0.93752  -0.286
N: -0.28394 0.45321 0.19813  -0.015
C: -0.30797 -0.84925 0.25829  -0.505
C: 0.66768 -1.65726 -0.45335  -0.274
C: 0.62719 -3.05585 -0.41803  -0.083
C: 1.57710 -3.77379 -1.11529  -0.119
C: 2.54926 -3.07837 -1.83750  -0.111
C: 2.56786 -1.69322 -1.85935  -0.117
C: 1.63000 -0.91271 -1.16732  -0.148
H: -3.83170 -0.13774 2.88954  0.101
H: -4.21659 2.29384 3.09528  0.094
H: -2.75084 3.90156 1.93910  0.098
H: -0.85214 3.09868 0.54100  0.113
H: -0.14026 -3.57648 0.14711  0.080
H: 1.56967 -4.85681 -1.10590  0.087
H: 3.29924 -3.63624 -2.38923  0.089
H: 3.34059 -1.19363 -2.43660  0.088

Atoms 1-6, force components in eV/Å:
0.344 -0.544 -0.119
0.075 0.038 -0.237
-0.097 -0.060 0.292
-0.191 0.155 -0.207
0.101 0.177 0.128
-0.060 0.148 0.024

Results
charge = -1
Kohn-Sham gap (spin up / spin down) = 5.803 / 6.597 eV
relative energy (zero: lowest compared OMol25 entry of this formula, charge and spin) = 0.7 kcal/mol
DFT total energy = -3490.03674 Ha
multiplicity = 4
E_HOMO (spin up / spin down) = -0.122 / -0.151 Eh

***

C13H9Br2ClN2 | ωB97M-V/def2-TZVPD

Last column: Löwdin charge in e.
CARTESIAN COORDINATES (ANGSTROEM)
Cl: 0.05867 2.41901 1.97629  0.712
C: 0.49599 0.79175 1.51597  -0.586
N: 0.62248 0.52513 0.22339  0.022
N: 0.56777 1.51642 -0.68514  -0.050
C: 0.04017 1.26632 -1.97672  -0.280
C: 0.57440 0.24879 -2.81096  -0.023
C: 0.02743 0.03008 -4.06376  -0.137
C: -0.91323 0.94029 -4.63145  -0.658
Br: -1.56853 0.45707 -6.38347  0.692
C: -1.44857 1.98304 -3.89358  -0.168
C: -0.93680 2.05875 -2.57242  -0.572
Br: -1.86414 3.36018 -1.51025  0.757
C: 0.51402 -0.40283 2.43489  -0.246
C: 0.49033 -0.25244 3.75727  -0.075
C: 0.40501 -1.42562 4.54958  -0.043
C: 0.29122 -2.68501 3.90277  -0.130
C: 0.32562 -2.91133 2.57424  -0.076
C: 0.46512 -1.69093 1.83157  -0.014
H: 0.20825 2.40342 -0.26241  0.011
H: 1.45856 -0.30333 -2.39897  0.133
H: 0.56503 -0.74349 -4.67155  0.115
H: -2.33025 2.51894 -4.22308  0.098
H: 0.58737 0.68974 4.27430  0.102
H: 0.31761 -1.42519 5.60850  0.088
H: 0.26437 -3.54995 4.57954  0.104
H: 0.33182 -3.93740 2.08221  0.132
H: 0.45026 -1.88139 0.77325  0.093

Atoms 1-6, force components in eV/Å:
0.265 -0.400 0.687
0.119 -1.463 -3.895
-0.026 0.043 2.647
-1.085 1.840 0.311
0.393 -0.507 -0.982
0.142 0.331 1.063

Results
Kohn-Sham gap = 8.485 eV
relative energy (zero: lowest compared OMol25 entry of this formula, charge and spin) = 22.0 kcal/mol
DFT total energy = -6218.45669 Ha
multiplicity = 1
E_HOMO = -0.301 Eh

***

C13H9N5O6 | ωB97M-V/def2-TZVPD

Last column: Löwdin charge in e.
CARTESIAN COORDINATES (ANGSTROEM)
O: -1.10461 -3.10526 -2.08056  0.122
C: -0.48275 -2.25503 -1.49837  -0.423
N: 0.87032 -2.30880 -1.33710  0.071
N: 1.53085 -1.34704 -0.68168  0.068
C: 2.79004 -1.42695 -0.52310  -0.084
C: 3.51497 -0.38533 0.17622  -0.207
C: 4.89362 -0.48802 0.36818  -0.021
C: 5.54539 0.53176 1.04241  -0.145
N: 4.93048 1.60132 1.51483  0.058
C: 3.62370 1.70282 1.33297  -0.139
C: 2.86804 0.74799 0.67646  -0.009
C: -1.09676 -1.02032 -0.88873  -0.059
C: -1.00663 0.19725 -1.51839  0.082
C: -1.62040 1.31975 -0.95658  -0.126
N: -1.51063 2.59908 -1.62252  -0.366
O: -0.86100 2.63740 -2.64242  0.091
O: -2.07096 3.54078 -1.11215  0.095
C: -2.32510 1.22093 0.22500  0.102
C: -2.41456 -0.00864 0.87036  -0.051
N: -3.15218 -0.06510 2.09944  -0.329
O: -3.66117 0.94549 2.51118  0.121
O: -3.22188 -1.14951 2.66794  0.077
C: -1.79565 -1.16133 0.33108  -0.173
O: -1.81282 -2.34821 0.90067  0.134
H: 1.36485 -3.12194 -1.71524  0.172
H: 3.37230 -2.27361 -0.90384  0.129
H: 5.44016 -1.34322 0.00015  0.107
H: 6.61296 0.49259 1.21379  0.106
H: 3.16640 2.59688 1.73547  0.107
H: 1.80425 0.85835 0.54226  0.101
H: -0.46796 0.30542 -2.44793  0.140
H: -2.80470 2.08987 0.65492  0.137
H: -2.35017 -2.31672 1.73186  0.111

Atoms 1-6, force components in eV/Å:
-0.044 -0.104 -0.059
-0.180 0.400 0.190
0.682 -0.919 -0.439
0.340 0.538 0.415
-0.370 -0.686 -0.449
0.407 0.676 0.450

Results
Kohn-Sham gap = 8.250 eV
DFT total energy = -1225.82378 Ha
multiplicity = 1
E_HOMO = -0.351 Eh

***

C14H10BF4N5O2S2V | ωB97M-V/def2-TZVPD

Last column: Löwdin charge in e.
CARTESIAN COORDINATES (ANGSTROEM)
V: -0.02745 0.13757 0.37735  0.957
N: -0.83238 3.06800 -1.42418  0.125
C: -1.49594 1.94758 -1.77181  -0.657
N: -1.22718 0.76508 -1.27117  0.000
C: -2.02623 -0.21961 -1.83622  -0.314
C: -2.93662 0.21847 -2.72998  -0.334
S: -2.78985 1.93271 -2.92461  1.072
C: -1.75500 -1.58016 -1.37474  -0.315
C: -2.33977 -2.74577 -1.71700  -0.335
S: -1.59178 -4.05442 -0.85954  1.067
C: -0.54590 -2.92776 -0.05356  -0.654
N: -0.74999 -1.67952 -0.42222  -0.012
N: 0.36642 -3.28936 0.84931  0.138
H: 0.14080 2.88989 -1.16886  0.072
H: -0.95997 3.87634 -2.01117  0.102
H: -3.66803 -0.34785 -3.28000  0.077
H: -3.14572 -2.92343 -2.40745  0.076
H: 0.53626 -4.26275 1.02647  0.106
H: 1.10954 -2.62183 1.07388  0.072
F: 0.11359 1.88555 1.75843  0.068
B: -0.55570 0.96170 2.63630  -1.197
F: -0.94658 1.46403 3.81420  0.231
F: 0.29960 -0.16579 2.67879  0.104
F: -1.64528 0.49574 1.78758  0.049
O: 1.86836 2.15950 -1.66184  0.066
C: 2.45677 1.20917 -1.17932  -0.401
N: 1.88042 0.22330 -0.41248  0.038
C: 2.85239 -0.62095 0.06806  -0.405
O: 2.64892 -1.56629 0.81299  0.058
C: 4.17309 -0.18626 -0.48159  -0.085
C: 5.44570 -0.69248 -0.32101  0.003
C: 6.47702 -0.04434 -0.99495  -0.068
C: 6.23065 1.06929 -1.79134  -0.067
C: 4.94290 1.57792 -1.94091  0.002
C: 3.92762 0.92665 -1.27298  -0.084
H: 5.62982 -1.55584 0.30445  0.120
H: 7.49216 -0.40749 -0.89810  0.104
H: 7.05971 1.54700 -2.29739  0.104
H: 4.73919 2.44766 -2.55123  0.120

Atoms 1-6, force components in eV/Å:
-0.070 -0.092 -0.560
0.051 -0.024 0.000
-0.074 0.041 -0.106
0.089 0.109 0.009
-0.121 0.055 -0.058
0.049 0.001 0.023

Results
Kohn-Sham gap (spin up / spin down) = 7.113 / 6.607 eV
DFT total energy = -3128.82501 Ha
multiplicity = 2
E_HOMO (spin up / spin down) = -0.261 / -0.243 Eh